{"formula": "C52H48CdCl3N7O6Te", "method": "ωB97M-V/def2-TZVPD", "homo_ev": [-5.7, -7.7], "gap_ev": [5.73, 7.75], "charge": 0, "lumo_energy_ev": [0.07, 0.07], "symbols": ["Cd", "C", "C", "C", "C", "C", "O", "C", "C", "C", "C", "C", "C", "C", "O", "C", "C", "C", "N", "C", "C", "Te", "C", "C", "C", "C", "C", "C", "C", "C", "C", "C", "C", "C", "H", "H", "H", "H", "H", "H", "H", "H", "H", "H", "H", "H", "H", "H", "H", "H", "H", "H", "H", "H", "H", "H", "H", "H", "O", "N", "N", "C", "C", "N", "C", "C", "N", "H", "H", "H", "H", "H", "Cl", "C", "Cl", "Cl", "C", "O", "O", "C", "C", "C", "C", "C", "C", "C", "C", "C", "C", "H", "H", "H", "H", "H", "H", "H", "N", "C", "C", "C", "N", "C", "C", "H", "H", "H", "H", "H", "H", "C", "C", "O", "H", "H", "H", "H", "H", "H"], "xyz": [[-0.153, 0.564, 0.084], [-2.919, 4.941, -4.647], [-1.973, 4.009, -3.947], [-1.223, 3.058, -4.645], [-0.375, 2.175, -4.011], [0.568, 1.412, -4.876], [0.214, 0.997, -5.966], [2.001, 1.295, -4.464], [2.577, 2.178, -3.556], [3.929, 2.097, -3.265], [4.709, 1.123, -3.874], [4.139, 0.245, -4.785], [2.791, 0.336, -5.090], [-0.364, 2.081, -2.582], [0.143, 1.045, -2.021], [-0.901, 3.213, -1.887], [-1.716, 4.116, -2.598], [-0.409, 3.612, -0.578], [0.117, 2.799, 0.278], [0.920, 3.286, 1.400], [0.176, 3.309, 2.724], [-0.665, 1.422, 3.241], [-2.641, 2.117, 3.581], [-2.955, 3.422, 3.951], [-4.277, 3.796, 4.155], [-5.300, 2.871, 3.999], [-4.992, 1.566, 3.645], [-3.673, 1.190, 3.435], [-0.432, 5.081, -0.293], [-1.300, 5.592, 0.665], [-1.326, 6.955, 0.927], [-0.476, 7.809, 0.242], [0.385, 7.304, -0.723], [0.396, 5.946, -1.002], [-2.777, 4.911, -5.727], [-2.771, 5.973, -4.325], [-3.964, 4.687, -4.452], [-1.252, 3.029, -5.729], [1.970, 2.940, -3.085], [4.375, 2.789, -2.563], [5.763, 1.051, -3.641], [4.749, -0.510, -5.264], [2.321, -0.335, -5.795], [-2.147, 4.949, -2.053], [1.297, 4.295, 1.198], [1.783, 2.622, 1.478], [-0.661, 3.999, 2.669], [0.839, 3.618, 3.529], [-2.178, 4.159, 4.106], [-4.504, 4.814, 4.445], [-6.328, 3.166, 4.159], [-5.781, 0.835, 3.524], [-3.457, 0.169, 3.133], [-1.981, 4.928, 1.182], [-2.013, 7.347, 1.666], [-0.490, 8.871, 0.450], [1.043, 7.968, -1.266], [1.046, 5.550, -1.772], [2.999, -0.077, -0.729], [2.056, -0.587, -0.340], [-1.479, -1.278, -4.740], [-0.480, -1.930, -4.033], [-0.729, -2.368, -2.745], [0.229, -3.132, -2.085], [1.455, -3.257, -2.717], [1.627, -2.756, -3.962], [0.673, -2.115, -4.687], [-2.153, -0.788, -4.171], [-1.094, -0.683, -5.465], [-1.654, -2.184, -2.230], [2.212, -3.808, -2.184], [2.594, -2.880, -4.432], [0.854, -1.533, 4.952], [2.356, -0.910, 4.201], [2.648, 0.734, 4.801], [3.713, -1.924, 4.698], [2.116, -0.982, 2.647], [2.369, -2.068, 2.133], [1.633, 0.048, 2.120], [-3.472, -6.264, -0.328], [-3.274, -5.609, -1.561], [-2.163, -4.845, -1.773], [-1.188, -4.674, -0.754], [-0.014, -3.866, -0.904], [0.923, -3.830, 0.097], [0.769, -4.587, 1.275], [-0.345, -5.350, 1.456], [-1.352, -5.389, 0.457], [-2.522, -6.168, 0.646], [-4.357, -6.869, -0.174], [-3.999, -5.730, -2.356], [-2.010, -4.373, -2.732], [1.792, -3.189, 0.032], [1.536, -4.509, 2.033], [-0.486, -5.926, 2.363], [-2.635, -6.700, 1.583], [-4.256, -3.581, 2.368], [-3.324, -2.791, 1.781], [-2.070, -2.589, 2.371], [-1.152, -1.789, 1.740], [-1.402, -1.148, 0.586], [-2.610, -1.325, 0.035], [-3.580, -2.134, 0.571], [-4.009, -4.141, 3.164], [-5.083, -3.842, 1.864], [-1.793, -3.084, 3.291], [-0.166, -1.652, 2.163], [-2.806, -0.776, -0.877], [-4.524, -2.249, 0.056], [-4.361, 3.426, 0.132], [-4.202, 1.930, -0.020], [-2.895, 1.482, 0.322], [-5.337, 3.751, -0.233], [-3.593, 3.950, -0.435], [-4.287, 3.717, 1.183], [-4.356, 1.621, -1.056], [-4.940, 1.405, 0.598], [-2.724, 1.713, 1.246]], "mulliken_charge": [3.390, -1.670, 0.020, -0.437, 1.476, -0.344, -0.701, 0.041, 0.206, -0.681, -0.421, -0.727, -0.510, 0.363, -1.688, -0.134, -0.925, 1.241, 0.733, -1.592, -0.118, 0.346, 0.005, -0.318, -0.662, -0.643, -0.494, -0.468, -0.944, 0.454, -1.249, -0.719, -0.852, 0.020, 0.385, 0.363, 0.305, 0.469, 0.343, 0.411, 0.412, 0.428, 0.564, 0.345, 0.540, 0.301, -0.374, 0.612, 0.584, 0.417, 0.374, 0.458, 0.464, 0.519, 0.471, 0.388, 0.450, 0.474, -0.216, 0.085, -0.550, 0.082, -0.564, 0.704, -0.385, -0.735, -0.558, 0.276, 0.394, 0.654, 0.518, 0.387, -0.136, 0.607, -0.124, -0.137, -0.323, -0.561, -0.433, -0.759, -0.802, -0.567, 0.922, -0.217, -0.375, -1.335, -0.912, 1.382, -0.987, 0.444, 0.462, 0.733, 0.462, 0.523, 0.425, 0.445, -0.397, 0.854, -0.854, 0.386, 1.006, -0.921, -1.681, 0.229, 0.244, 0.289, -0.902, 0.789, 0.469, -0.552, -0.621, 0.719, 0.543, -0.201, 0.018, 0.508, 0.285, -0.742]}

---

{"formula": "C52H48N4PSTi", "method": "ωB97M-V/def2-TZVPD", "homo_ev": [-1.4, -2.1], "gap_ev": [3.64, 4.40], "charge": -1, "lumo_energy_ev": [2.28, 2.28], "symbols": ["Ti", "S", "C", "C", "C", "C", "C", "C", "C", "C", "C", "N", "H", "H", "H", "H", "H", "H", "C", "C", "C", "C", "C", "C", "C", "P", "C", "C", "C", "C", "C", "C", "C", "C", "C", "C", "C", "C", "C", "C", "H", "H", "H", "H", "H", "H", "H", "H", "H", "H", "H", "H", "H", "H", "H", "H", "H", "H", "H", "H", "C", "C", "C", "C", "C", "C", "C", "N", "C", "N", "C", "C", "C", "C", "C", "C", "C", "N", "C", "C", "C", "C", "C", "C", "C", "H", "H", "H", "H", "H", "H", "H", "H", "H", "H", "H", "H", "H", "H", "H", "H", "H", "H", "H", "H", "H", "H"], "xyz": [[-0.239, 0.179, 0.432], [-3.557, 0.899, 3.501], [-3.046, -0.735, 3.731], [-2.045, -1.092, 2.887], [-1.617, -0.071, 1.973], [-2.359, 1.083, 2.212], [-2.116, 2.308, 1.554], [-2.720, 3.535, 1.897], [-2.307, 4.698, 1.301], [-1.288, 4.626, 0.331], [-0.769, 3.396, 0.011], [-1.143, 2.235, 0.579], [-3.531, -1.331, 4.491], [-1.614, -2.085, 2.928], [-3.493, 3.533, 2.656], [-2.748, 5.650, 1.568], [-0.926, 5.517, -0.164], [-0.018, 3.324, -0.767], [0.196, -2.850, -2.556], [-1.234, -3.076, -2.965], [-1.512, -3.740, -4.153], [-2.817, -3.971, -4.564], [-3.866, -3.516, -3.784], [-3.606, -2.850, -2.595], [-2.301, -2.640, -2.155], [-1.929, -1.769, -0.561], [-3.662, -1.347, -0.035], [-3.913, -0.006, -0.358], [-5.140, 0.595, -0.149], [-6.166, -0.139, 0.420], [-5.931, -1.457, 0.769], [-4.701, -2.081, 0.565], [-4.580, -3.511, 1.009], [-1.228, -3.235, 0.295], [-1.718, -4.536, 0.180], [-1.209, -5.561, 0.957], [-0.186, -5.283, 1.858], [0.384, -4.025, 1.889], [-0.068, -2.989, 1.055], [0.688, -1.728, 0.911], [0.869, -2.989, -3.402], [0.478, -3.556, -1.771], [0.322, -1.839, -2.162], [-0.687, -4.082, -4.769], [-3.011, -4.494, -5.493], [-4.890, -3.681, -4.097], [-4.433, -2.492, -1.995], [-3.109, 0.590, -0.779], [-5.284, 1.637, -0.409], [-7.129, 0.315, 0.617], [-6.729, -2.037, 1.221], [-5.473, -3.807, 1.561], [-3.717, -3.639, 1.657], [-4.477, -4.179, 0.153], [-2.508, -4.748, -0.528], [-1.616, -6.562, 0.875], [0.202, -6.069, 2.497], [1.236, -3.838, 2.534], [1.274, -1.783, -0.027], [1.395, -1.685, 1.737], [5.780, 3.438, 1.311], [5.875, 2.725, -0.011], [6.990, 2.868, -0.819], [7.098, 2.215, -2.042], [6.075, 1.368, -2.439], [4.953, 1.196, -1.647], [4.820, 1.898, -0.441], [3.701, 1.778, 0.374], [2.382, 1.480, 0.030], [2.067, 1.809, -1.243], [0.951, 1.555, -2.070], [-0.114, 0.726, -1.657], [-1.109, 0.581, -2.641], [-1.067, 1.164, -3.896], [-0.004, 1.992, -4.231], [1.011, 2.208, -3.319], [2.140, 3.150, -3.667], [1.534, 1.080, 0.955], [2.090, 0.787, 2.231], [3.120, -0.152, 2.380], [3.640, -0.459, 3.623], [3.166, 0.194, 4.752], [2.186, 1.163, 4.605], [1.638, 1.474, 3.365], [0.596, 2.550, 3.249], [6.642, 4.088, 1.451], [5.755, 2.730, 2.145], [4.877, 4.050, 1.368], [7.794, 3.513, -0.484], [7.972, 2.358, -2.662], [6.157, 0.824, -3.371], [4.182, 0.500, -1.950], [3.838, 1.953, 1.356], [2.818, 2.293, -1.703], [-1.980, -0.029, -2.441], [-1.861, 0.979, -4.611], [0.034, 2.479, -5.200], [1.937, 3.641, -4.619], [3.099, 2.628, -3.762], [2.250, 3.933, -2.910], [3.504, -0.654, 1.501], [4.415, -1.211, 3.708], [3.562, -0.042, 5.732], [1.840, 1.709, 5.476], [0.598, 3.176, 4.142], [-0.394, 2.103, 3.144], [0.765, 3.177, 2.372]], "mulliken_charge": [-1.959, -0.481, -0.398, -1.241, 1.191, 0.135, 0.566, -1.268, -0.912, -0.972, -0.255, 1.682, 0.500, 0.262, 0.415, 0.390, 0.481, 0.090, -0.780, 0.702, -0.710, -0.726, -0.914, -1.106, 0.916, 1.770, 0.537, -1.034, -0.884, -0.902, -0.993, 1.358, -1.206, 1.072, -0.929, -0.816, -0.935, -0.074, -1.209, 0.269, 0.539, 0.168, -0.312, 0.433, 0.345, 0.443, 0.438, 0.101, 0.474, 0.328, 0.353, 0.496, 0.223, 0.161, 0.572, 0.375, 0.367, 0.455, 0.190, 0.130, -1.638, 0.686, -0.602, -0.771, -0.807, -0.206, 0.353, 0.346, -0.305, 0.492, -1.052, 0.717, 0.845, -1.478, -1.055, 2.030, -1.708, 1.181, -1.260, 0.832, -1.233, -0.839, -1.000, 0.760, -1.262, 0.391, 0.310, 0.335, 0.338, 0.382, 0.410, 0.550, 0.219, 0.190, 0.164, 0.475, 0.329, 0.388, 0.291, 0.359, 0.555, 0.470, 0.416, 0.429, 0.634, 0.299, 0.129]}

---

Computed energy, in the same sequence as the records: -126842.83835, -103904.34098 eV.